Computed, not measured: 9 unconnected molecules or ions with the total composition C55H128N8O10, with ωB97M-V/def2-TZVPD.

Geometry as XYZ:
```
201
Properties=species:S:1:pos:R:3
C -5.982 -22.067 14.558
C -6.044 -22.493 15.852
C -7.030 -21.859 16.798
O -7.217 -22.249 18.009
C -7.894 -20.895 16.486
C -8.048 -20.414 15.121
C -7.043 -21.106 14.096
O -7.073 -20.653 12.891
O -8.643 -19.336 14.909
O -5.253 -23.561 16.122
H -5.262 -22.531 13.901
H -8.586 -20.490 17.209
C -3.224 -24.962 13.390
C -3.983 -26.221 13.945
C -3.510 -27.003 15.242
O -4.268 -28.184 15.298
C -3.707 -29.303 16.071
N -5.506 -25.834 14.136
H -5.365 -25.117 14.833
H -5.952 -25.384 13.349
H -6.063 -26.558 14.567
H -3.793 -24.037 13.478
H -2.803 -25.190 12.410
H -2.378 -24.893 14.074
H -4.012 -26.976 13.159
H -3.636 -26.574 16.236
H -2.473 -27.308 15.107
H -4.350 -30.178 15.983
H -3.697 -29.074 17.137
H -2.677 -29.549 15.812
C -8.002 -16.623 10.000
C -8.447 -17.583 11.023
C -9.477 -18.639 10.544
O -9.951 -19.678 11.471
C -10.949 -19.270 12.397
N -7.175 -18.271 11.542
H -6.475 -17.652 11.923
H -7.273 -19.033 12.197
H -6.764 -18.661 10.706
H -7.406 -15.834 10.460
H -8.783 -16.050 9.500
H -7.458 -17.108 9.189
H -8.778 -17.054 11.917
H -9.045 -19.127 9.671
H -10.355 -18.086 10.209
H -11.813 -19.137 11.746
H -10.733 -18.281 12.802
H -11.104 -20.019 13.173
C -10.119 -23.776 10.085
C -9.703 -22.825 11.230
C -9.847 -23.433 12.577
O -9.114 -24.662 12.707
C -9.304 -25.079 14.026
N -8.223 -22.499 10.951
H -8.028 -22.122 10.035
H -7.899 -21.774 11.575
H -7.634 -23.293 11.159
H -10.255 -23.272 9.128
H -10.990 -24.279 10.504
H -9.464 -24.613 9.844
H -10.338 -21.940 11.218
H -10.909 -23.638 12.712
H -9.531 -22.672 13.291
H -10.280 -25.549 14.149
H -9.115 -24.293 14.758
H -8.557 -25.866 14.129
C -12.088 -25.338 16.758
N -11.523 -24.380 17.882
C -10.216 -23.667 17.617
C -12.650 -23.329 18.077
C -11.532 -25.070 19.262
C -10.714 -26.404 19.272
O -9.338 -26.230 18.992
H -12.888 -25.968 17.147
H -11.278 -25.997 16.445
H -12.408 -24.767 15.886
H -10.413 -23.085 16.716
H -9.289 -24.238 17.665
H -10.096 -23.105 18.542
H -13.486 -23.952 18.394
H -12.804 -22.796 17.138
H -12.397 -22.560 18.808
H -12.498 -25.511 19.506
H -11.191 -24.521 20.140
H -11.164 -27.011 18.486
H -10.805 -26.860 20.258
H -9.009 -27.052 18.622
C -8.763 -20.146 21.965
N -7.620 -19.510 21.157
C -6.473 -20.498 21.443
C -7.836 -19.442 19.660
C -7.226 -18.173 21.878
C -8.418 -17.111 22.093
O -9.401 -17.011 21.095
H -9.538 -19.389 22.088
H -8.488 -20.459 22.973
H -9.123 -20.958 21.335
H -6.797 -21.518 21.238
H -6.264 -20.404 22.508
H -5.612 -20.171 20.860
H -7.982 -20.467 19.320
H -6.939 -18.989 19.239
H -8.780 -18.902 19.594
H -6.515 -17.678 21.217
H -6.769 -18.401 22.841
H -7.998 -16.110 21.998
H -8.991 -17.154 23.020
H -9.397 -16.094 20.812
C -12.140 -16.713 15.477
N -10.952 -16.982 16.419
C -11.108 -16.300 17.779
C -10.923 -18.472 16.735
C -9.736 -16.546 15.596
C -8.399 -16.457 16.359
O -7.805 -17.681 16.770
H -12.096 -15.641 15.284
H -13.090 -16.926 15.966
H -11.889 -17.362 14.639
H -11.034 -15.227 17.604
H -10.197 -16.365 18.373
H -12.005 -16.530 18.355
H -11.731 -18.815 17.382
H -10.004 -18.598 17.308
H -10.831 -19.099 15.848
H -9.908 -15.541 15.211
H -9.769 -17.292 14.802
H -8.272 -15.752 17.180
H -7.769 -16.027 15.580
H -7.969 -18.313 16.067
C -1.771 -24.028 6.973
C -1.604 -22.727 7.687
C -1.745 -22.660 9.233
C -1.791 -21.234 9.756
N -1.817 -21.093 11.325
C -1.807 -19.567 11.678
C -3.240 -19.001 11.496
C -4.106 -20.214 11.788
C -3.266 -21.485 11.895
C -0.691 -21.827 12.114
C 0.746 -21.422 11.682
C 1.813 -22.066 12.530
H -1.923 -23.954 5.896
H -2.678 -24.549 7.279
H -0.973 -24.740 7.182
H -2.357 -22.049 7.286
H -0.637 -22.286 7.443
H -0.960 -23.183 9.779
H -2.664 -23.202 9.453
H -2.594 -20.686 9.263
H -0.834 -20.791 9.481
H -1.634 -19.654 12.751
H -0.973 -19.093 11.162
H -3.281 -18.253 12.288
H -3.271 -18.580 10.491
H -4.664 -20.186 12.724
H -4.852 -20.273 10.996
H -3.219 -21.849 12.922
H -3.638 -22.289 11.259
H -0.786 -22.912 12.065
H -0.983 -21.531 13.122
H 0.906 -20.368 11.458
H 0.868 -21.923 10.722
H 1.664 -23.144 12.587
H 1.830 -21.757 13.575
H 2.802 -22.104 12.074
C -3.815 -18.387 15.656
C -4.075 -18.895 17.104
C -3.314 -20.072 17.546
C -1.804 -20.063 17.509
N -0.996 -21.219 18.082
C -1.450 -22.454 17.217
C -2.477 -23.287 18.127
C -1.770 -23.214 19.474
C -1.279 -21.774 19.482
C 0.506 -20.823 17.861
C 0.917 -20.396 16.443
C 2.417 -20.552 16.319
H -4.564 -17.798 15.126
H -3.730 -19.300 15.067
H -2.892 -17.871 15.391
H -5.146 -19.093 17.128
H -3.952 -18.027 17.752
H -3.732 -20.975 17.100
H -3.591 -20.094 18.600
H -1.541 -19.192 18.109
H -1.436 -19.955 16.489
H -0.579 -23.101 17.107
H -1.903 -22.160 16.270
H -2.548 -24.309 17.753
H -3.480 -22.879 18.245
H -0.974 -23.950 19.360
H -2.388 -23.470 20.335
H -0.447 -21.514 20.135
H -2.134 -21.170 19.786
H 0.986 -21.738 18.208
H 0.682 -20.086 18.645
H 0.661 -19.362 16.212
H 0.416 -20.968 15.662
H 2.717 -21.564 16.591
H 2.957 -19.821 16.921
H 2.768 -20.210 15.345
```

Values from the calculation:
Energy above the lowest of the compared OMol25 structures with the same formula, charge and spin ... 4.866 eV
Charge ... +6
Highest occupied orbital energy ... -19.08 eV